1.
ORCA calculation (the ωB97M-V functional and the def2-TZVPD basis) on the molecule C22H30N4O4.

ORCA input file:
```
! wB97M-V def2-TZVPD RIJCOSX def2/J DEFGRID3
* xyz 0 1
C -3.64 -3.57 -0.53
C -2.66 -2.52 0.02
N -3.36 -1.35 0.48
C -4.05 -1.43 1.75
C -3.18 -0.85 2.86
C -3.41 -0.17 -0.18
O -4.20 0.72 0.11
C -2.46 0.07 -1.29
N -2.90 0.71 -2.41
C -1.82 0.98 -3.18
N -0.72 0.57 -2.62
C -1.09 0.00 -1.43
C -0.07 -0.47 -0.47
O -0.32 -0.88 0.64
N 1.18 -0.41 -1.00
C 2.37 -0.48 -0.16
C 3.55 -1.08 -0.92
C 4.64 -1.64 0.00
C 5.22 -0.54 0.90
C 5.74 -2.27 -0.83
C 2.59 0.98 0.22
O 3.16 1.78 -0.48
O 1.93 1.26 1.34
C 1.62 2.64 1.60
C 0.34 2.97 0.88
C 0.37 3.45 -0.42
C -0.81 3.67 -1.11
C -2.03 3.40 -0.51
C -2.06 2.91 0.78
C -0.89 2.68 1.47
H -4.21 -3.15 -1.36
H -4.34 -3.90 0.23
H -3.09 -4.43 -0.89
H -2.09 -2.94 0.85
H -1.96 -2.25 -0.77
H -4.98 -0.87 1.67
H -4.28 -2.48 1.96
H -3.06 0.22 2.70
H -2.20 -1.30 2.85
H -3.64 -1.01 3.83
H -3.86 0.98 -2.57
H -1.87 1.47 -4.13
H 1.27 0.07 -1.89
H 2.10 -1.06 0.73
H 3.97 -0.31 -1.57
H 3.17 -1.89 -1.55
H 4.19 -2.41 0.64
H 4.47 -0.15 1.58
H 6.04 -0.93 1.49
H 5.59 0.28 0.29
H 6.51 -2.70 -0.19
H 5.34 -3.06 -1.47
H 6.21 -1.53 -1.47
H 1.51 2.72 2.68
H 2.45 3.27 1.24
H 1.32 3.65 -0.90
H -0.78 4.05 -2.13
H -2.95 3.57 -1.04
H -3.01 2.68 1.24
H -0.91 2.28 2.47
*
```

Its total energy is -1376.3917 Eh. As for the SMILES: CCN(CC)C(=O)c1[nH]cnc1C(=O)N[C@@H](CC(C)C)C(=O)OCc1ccccc1. Its LUMO energy is 0.71 eV. The HOMO-LUMO gap is 9.7 eV. As for the HOMO energy: -0.3297 Eh.

2.
ORCA calculation (the ωB97M-V functional and the def2-TZVPD basis) on a structure of composition C22H30N4OS5Sn.

ORCA input file:
```
! wB97M-V def2-TZVPD RIJCOSX def2/J DEFGRID3
* xyz 2 1
Sn -1.29 0.08 -0.42
C -5.11 -0.21 -0.60
C -5.20 0.85 0.49
S -3.72 1.87 0.50
C -3.20 1.88 2.23
C -2.95 0.54 2.90
S -1.69 -0.55 2.14
C -2.59 -2.11 1.95
C -3.85 -2.08 1.09
S -3.67 -1.32 -0.55
H -5.05 0.26 -1.58
H -5.99 -0.85 -0.60
H -5.37 0.42 1.48
H -6.06 1.48 0.28
H -3.96 2.41 2.81
H -2.30 2.51 2.24
H -3.87 -0.04 2.98
H -2.59 0.71 3.91
H -2.85 -2.46 2.95
H -1.84 -2.79 1.55
H -4.66 -1.56 1.59
H -4.17 -3.11 0.94
C 2.98 -0.85 1.18
C 1.57 -0.98 0.68
N 0.90 0.06 0.27
N 1.59 1.26 0.32
C 0.93 2.30 0.01
S -0.78 2.41 -0.42
S 1.58 3.92 -0.01
C 2.46 3.86 -1.64
C 3.83 3.27 -1.55
C 4.90 4.02 -1.09
C 6.16 3.46 -0.99
C 6.37 2.14 -1.37
C 5.31 1.38 -1.85
C 4.04 1.95 -1.93
C 0.95 -2.31 0.67
C 1.48 -3.31 1.50
C 0.98 -4.60 1.48
C -0.02 -4.93 0.57
C -0.57 -3.97 -0.25
C -0.12 -2.65 -0.19
O -0.70 -1.75 -1.01
H 3.46 0.03 0.78
H 3.55 -1.74 0.94
H 2.96 -0.75 2.27
H 2.46 4.90 -1.94
H 1.82 3.29 -2.32
H 4.74 5.06 -0.80
H 6.99 4.06 -0.63
H 7.36 1.71 -1.31
H 5.47 0.36 -2.16
H 3.21 1.36 -2.32
H 2.28 -3.08 2.18
H 1.40 -5.35 2.13
H -0.39 -5.95 0.52
H -1.35 -4.21 -0.96
N -0.21 0.08 -3.15
N -1.58 0.06 -2.71
H -0.16 0.13 -4.16
H 0.21 -0.80 -2.85
H -2.10 -0.71 -3.13
H -2.00 0.94 -3.01
*
```

Its total energy is -3355.2960 Eh. Its LUMO energy is -6.76 eV. The HOMO-LUMO gap is 6.3 eV. As for the HOMO energy: -0.4796 Eh.

3.
ORCA calculation (the ωB97M-V functional and the def2-TZVPD basis) on a cluster of 2 separate species, C22H30NO2S2 in total at a distorted geometry.

ORCA input file:
```
! wB97M-V def2-TZVPD RIJCOSX def2/J DEFGRID3
* xyz 1 1
C 3.11 -3.65 0.00
O 1.99 -2.94 0.57
C 2.32 -1.72 1.01
O 3.45 -1.25 0.91
C 1.14 -1.01 1.64
C 0.49 -1.82 2.77
C 0.19 -0.82 3.88
C 0.68 0.55 3.39
N 1.51 0.28 2.20
C 1.70 1.37 1.32
C 2.92 1.78 0.85
C 3.07 2.91 -0.09
C 1.79 3.72 -0.41
C 0.52 2.89 -0.33
C 0.44 2.17 1.01
H 2.67 -4.55 -0.43
H 3.61 -3.06 -0.77
H 3.82 -3.91 0.79
H 0.41 -0.89 0.82
H -0.42 -2.27 2.36
H 1.14 -2.62 3.12
H -0.88 -0.77 4.09
H 0.70 -1.09 4.81
H -0.20 1.16 3.14
H 1.25 1.10 4.15
H 3.78 1.18 1.18
H 3.79 3.62 0.37
H 3.51 2.57 -1.04
H 1.72 4.54 0.31
H 1.88 4.17 -1.41
H -0.37 3.53 -0.44
H 0.51 2.15 -1.13
H -0.45 1.52 1.04
H 0.32 2.93 1.80
C 7.21 1.87 -3.11
C 6.77 3.09 -2.59
C 6.26 3.15 -1.30
C 6.21 1.99 -0.50
C 5.70 2.07 0.88
S 5.80 0.60 1.74
C 6.16 1.01 3.46
C 6.87 2.33 3.65
C 5.93 3.47 3.33
S 5.60 3.63 1.55
C 6.61 0.76 -1.05
C 7.16 0.71 -2.33
H 7.58 1.82 -4.14
H 6.81 4.01 -3.19
H 5.87 4.09 -0.91
H 5.19 0.96 3.99
H 6.79 0.16 3.77
H 7.18 2.42 4.69
H 7.77 2.37 3.02
H 4.94 3.35 3.79
H 6.37 4.44 3.62
H 6.47 -0.17 -0.48
H 7.53 -0.24 -2.72
*
```

Its total energy is -1857.6235 Eh. Its LUMO energy is -4.99 eV. The HOMO-LUMO gap is 5.6 eV. As for the HOMO energy: -0.3877 Eh.

4.
ORCA calculation (the ωB97M-V functional and the def2-TZVPD basis) on a structure of composition C22H30O3OsS3.

ORCA input file:
```
! wB97M-V def2-TZVPD RIJCOSX def2/J DEFGRID3
* xyz 2 5
Os -0.14 -1.38 0.57
C 3.46 -4.21 -0.07
C 2.20 -3.54 0.34
S 1.84 -2.03 -0.39
C 1.32 -4.13 1.28
C 1.60 -5.47 1.87
S -0.08 -3.32 1.80
H 4.09 -3.54 -0.66
H 3.23 -5.09 -0.68
H 4.01 -4.56 0.80
H 2.52 -5.43 2.46
H 1.75 -6.21 1.08
H 0.79 -5.80 2.52
C -2.79 0.38 1.08
O -2.17 -0.94 1.21
C -3.08 -2.02 0.90
C -3.03 -2.28 -0.58
O -1.66 -2.46 -0.97
C -1.35 -3.77 -1.48
H -3.26 0.47 0.11
H -2.02 1.12 1.19
H -3.52 0.47 1.88
H -4.08 -1.75 1.22
H -2.75 -2.88 1.49
H -3.42 -1.43 -1.14
H -3.62 -3.16 -0.82
H -1.50 -4.53 -0.70
H -0.31 -3.76 -1.79
H -1.98 -3.99 -2.33
O 0.16 0.64 0.41
S 1.22 1.55 1.13
C 2.73 1.49 0.10
C 2.58 2.02 -1.29
C 3.13 3.27 -1.59
C 3.00 3.80 -2.86
C 2.30 3.11 -3.84
C 1.75 1.87 -3.55
C 1.89 1.33 -2.28
C 0.65 3.22 0.77
C -0.81 3.37 1.11
C -1.22 3.52 2.43
C -2.57 3.69 2.73
C -3.50 3.72 1.70
C -3.09 3.57 0.38
C -1.74 3.39 0.09
H 3.00 0.43 0.14
H 3.45 2.05 0.69
H 3.68 3.81 -0.83
H 3.45 4.76 -3.09
H 2.20 3.53 -4.83
H 1.22 1.32 -4.31
H 1.46 0.36 -2.06
H 0.86 3.42 -0.28
H 1.29 3.84 1.41
H -0.49 3.54 3.23
H -2.88 3.83 3.75
H -4.55 3.88 1.93
H -3.82 3.62 -0.42
H -1.42 3.30 -0.94
*
```

Its total energy is -2366.6316 Eh. The expectation value of S² is 6.015. Its LUMO energy (alpha / beta) is -6.08 / -8.90 eV. The HOMO-LUMO gap (alpha / beta) is 8.1 / 5.4 eV. As for the HOMO energy (alpha / beta): -0.5210 / -0.5261 Eh.

5.
ORCA calculation (the ωB97M-V functional and the def2-TZVPD basis) on a cluster of 2 separate species, C22H30O4 in total at a distorted geometry.

ORCA input file:
```
! wB97M-V def2-TZVPD RIJCOSX def2/J DEFGRID3
* xyz 0 1
C 2.88 3.56 1.12
C 2.08 3.83 0.10
C 1.67 2.75 -0.82
C 2.04 2.75 -2.11
C 1.68 1.67 -3.01
O 2.10 1.64 -4.15
C 0.80 0.59 -2.49
C 0.43 -0.39 -3.41
C -0.35 -1.45 -2.97
C -0.78 -1.53 -1.64
C -1.60 -2.76 -1.29
C -0.67 -4.01 -1.16
C -0.64 -4.66 0.24
C 0.56 -4.24 1.11
C 0.18 -3.55 2.44
C -0.44 -0.53 -0.70
C -0.96 -0.61 0.71
C -2.15 0.37 0.93
C -2.09 1.17 2.25
C -2.70 2.58 2.12
O -1.84 3.63 2.48
C -1.37 3.56 3.81
C 0.37 0.55 -1.16
C 0.82 1.65 -0.26
O 0.55 1.69 0.91
H 3.44 2.64 1.17
H 3.01 4.25 1.94
H 1.71 4.83 -0.06
H 2.64 3.56 -2.49
H 0.75 -0.36 -4.43
H -0.64 -2.23 -3.66
H -2.17 -2.62 -0.39
H -2.25 -2.93 -2.14
H 0.34 -3.70 -1.39
H -0.94 -4.73 -1.93
H -1.58 -4.50 0.76
H -0.51 -5.73 0.07
H 1.13 -5.13 1.37
H 1.23 -3.59 0.55
H -0.88 -3.63 2.62
H 0.68 -4.02 3.29
H 0.46 -2.50 2.46
H -0.16 -0.44 1.42
H -1.33 -1.61 0.90
H -3.07 -0.20 0.97
H -2.20 1.04 0.08
H -2.66 0.61 2.99
H -1.07 1.21 2.63
H -2.96 2.75 1.08
H -3.64 2.64 2.68
H -1.41 4.54 4.27
H -1.94 2.86 4.42
H -0.33 3.23 3.80
O 4.87 1.93 -5.10
H 4.97 1.62 -6.01
H 3.91 1.93 -4.94
*
```

Its total energy is -1157.1897 Eh. As for the SMILES: C=CC1=CC(=O)c2ccc(CCCCC)c(CCCCOC)c2C1=O.O. Its LUMO energy is -1.19 eV. The HOMO-LUMO gap is 8.1 eV. As for the HOMO energy: -0.3412 Eh.

6.
ORCA calculation (the ωB97M-V functional and the def2-TZVPD basis) on a structure of composition C22H31ClMgN2O4S at a distorted geometry.

ORCA input file:
```
! wB97M-V def2-TZVPD RIJCOSX def2/J DEFGRID3
* xyz 2 1
C -4.34 1.47 2.42
C -4.92 1.97 1.06
O -3.87 1.94 0.11
C -3.89 0.85 -0.81
C -2.95 -0.26 -0.36
O -1.62 -0.07 -0.86
C -0.77 -0.13 0.17
C -0.31 1.02 0.72
C -0.72 2.36 0.09
C 0.48 2.82 -0.80
C 0.80 1.83 -1.92
C 2.17 2.23 -2.54
C 3.28 1.61 -1.65
O 4.06 2.69 -1.13
C 4.75 2.37 -0.01
C 5.45 3.54 0.66
O 4.85 1.24 0.43
C 0.61 0.93 1.87
Cl 1.29 2.44 2.60
C 0.93 -0.30 2.36
C 0.45 -1.48 1.79
N 0.85 -2.65 2.37
C 0.37 -3.68 1.74
C -0.47 -3.63 0.58
C -0.92 -4.90 -0.10
C -0.38 -4.88 -1.55
C 1.12 -5.12 -1.62
S 2.04 -3.52 -1.70
N -0.88 -2.50 0.06
C -0.40 -1.40 0.69
H -4.44 0.38 2.49
H -3.27 1.79 2.42
H -4.88 1.89 3.28
H -5.26 3.00 1.19
H -5.80 1.38 0.77
H -4.88 0.44 -1.03
H -3.51 1.25 -1.76
H -3.36 -1.23 -0.64
H -2.98 -0.25 0.74
H -0.82 3.09 0.93
H -1.63 2.27 -0.49
H 0.23 3.78 -1.26
H 1.33 2.92 -0.13
H 0.05 1.89 -2.72
H 0.90 0.79 -1.60
H 2.27 1.87 -3.56
H 2.26 3.32 -2.46
H 3.88 0.92 -2.24
H 2.83 1.00 -0.85
H 6.38 3.20 1.11
H 5.62 4.30 -0.11
H 4.75 3.95 1.39
H 1.61 -0.37 3.20
H 0.64 -4.67 2.12
H -2.01 -4.85 -0.15
H -0.57 -5.78 0.44
H -0.67 -3.96 -2.07
H -0.88 -5.69 -2.10
H 1.53 -5.69 -0.78
H 1.39 -5.68 -2.52
H 3.25 -3.89 -1.23
Mg -1.09 1.85 3.00
*
```

Its total energy is -2325.1969 Eh. Its LUMO energy is -9.84 eV. The HOMO-LUMO gap is 3.5 eV. As for the HOMO energy: -0.4901 Eh.

7.
ORCA calculation (the ωB97M-V functional and the def2-TZVPD basis) on the molecule C22H31FN6O3S.

ORCA input file:
```
! wB97M-V def2-TZVPD RIJCOSX def2/J DEFGRID3
* xyz 0 1
O 1.64 1.99 -1.59
C 1.51 1.17 -2.49
N 0.38 1.07 -3.20
C -0.87 1.67 -2.78
C -1.90 0.57 -2.50
C -3.17 1.10 -1.81
N -3.24 0.94 -0.37
C -3.27 -0.44 0.09
C -3.74 -0.46 1.55
N -2.85 0.32 2.38
C -1.86 -0.25 3.14
C -0.59 0.33 3.30
C 0.35 -0.20 4.16
C 0.10 -1.36 4.87
C -1.14 -1.96 4.73
C -2.08 -1.41 3.90
F -3.30 -2.03 3.88
C -2.73 1.66 1.86
C -2.25 1.67 0.40
C 2.71 0.32 -2.93
C 2.43 -0.84 -3.89
C 1.71 -1.98 -3.18
C 2.56 -2.45 -2.00
N 2.82 -1.36 -1.08
S 1.56 -1.08 -0.01
O 1.28 -2.34 0.61
O 0.44 -0.42 -0.63
C 2.29 0.02 1.15
C 3.04 -0.19 2.28
N 3.37 1.01 2.82
C 2.83 1.92 2.05
N 2.16 1.37 1.02
C 3.45 -0.22 -1.70
H 0.30 0.34 -3.89
H -1.22 2.35 -3.56
H -0.65 2.24 -1.88
H -1.43 -0.17 -1.86
H -2.17 0.09 -3.45
H -4.04 0.58 -2.21
H -3.29 2.17 -2.02
H -2.28 -0.92 0.03
H -3.98 -1.00 -0.53
H -4.74 -0.01 1.60
H -3.80 -1.49 1.89
H -0.33 1.21 2.74
H 1.31 0.30 4.27
H 0.84 -1.77 5.53
H -1.39 -2.86 5.28
H -3.73 2.11 1.88
H -2.08 2.26 2.49
H -1.25 1.22 0.33
H -2.21 2.70 0.03
H 3.38 1.04 -3.42
H 1.88 -0.51 -4.78
H 3.40 -1.21 -4.25
H 0.74 -1.65 -2.80
H 1.55 -2.81 -3.87
H 2.04 -3.22 -1.42
H 3.52 -2.84 -2.34
H 3.35 -1.11 2.72
H 2.91 2.97 2.21
H 1.74 1.82 0.21
H 3.55 0.57 -0.95
H 4.46 -0.54 -2.00
*
```

Its total energy is -1909.2475 Eh. As for the SMILES: O=C(NCCCN1CCN(c2ccccc2F)CC1)[C@@H]1CCCN(S(=O)(=O)c2cnc[nH]2)C1. Its LUMO energy is 0.50 eV. The HOMO-LUMO gap is 7.8 eV. As for the HOMO energy: -0.2698 Eh.

8.
ORCA calculation (the ωB97M-V functional and the def2-TZVPD basis) on a structure of composition C22H31FNOsSe2.

ORCA input file:
```
! wB97M-V def2-TZVPD RIJCOSX def2/J DEFGRID3
* xyz 3 5
Os 1.50 -0.20 0.10
C 5.24 -0.07 0.77
Se 3.90 -0.46 -0.59
C 3.98 1.19 -1.64
C 3.54 2.42 -0.89
Se 1.81 2.24 0.07
C 2.46 2.78 1.82
H 5.06 0.89 1.24
H 6.19 -0.08 0.25
H 5.21 -0.87 1.50
H 3.38 0.99 -2.52
H 5.02 1.31 -1.96
H 3.40 3.25 -1.58
H 4.26 2.73 -0.14
H 3.08 3.66 1.67
H 3.01 1.98 2.30
H 1.60 3.07 2.42
C -0.02 0.55 -2.95
C -1.53 0.50 -2.65
C -2.12 -0.89 -3.01
C -1.97 0.95 -1.29
C -2.95 1.99 -1.28
C -3.44 2.46 -0.12
C -2.97 1.90 1.11
C -1.99 0.87 1.19
C -1.57 0.43 2.60
C -2.11 -0.95 3.02
C -0.07 0.55 2.86
C -1.52 0.38 0.00
N -0.56 -0.67 0.00
C -0.93 -1.95 -0.07
C -2.27 -2.42 -0.17
C -2.52 -3.76 -0.24
C -1.46 -4.69 -0.22
C -0.12 -4.27 -0.12
C 0.09 -2.94 -0.05
F 1.37 -2.46 0.05
H 0.14 0.30 -4.00
H 0.55 -0.19 -2.38
H 0.38 1.55 -2.78
H -1.98 1.21 -3.34
H -1.55 -1.71 -2.57
H -2.08 -1.00 -4.10
H -3.17 -0.98 -2.71
H -3.30 2.39 -2.22
H -4.17 3.26 -0.12
H -3.40 2.27 2.04
H -2.05 1.15 3.26
H -1.51 -1.77 2.61
H -3.15 -1.09 2.74
H -2.06 -1.03 4.11
H 0.52 -0.16 2.28
H 0.14 0.32 3.91
H 0.29 1.56 2.66
H -3.08 -1.70 -0.20
H -3.54 -4.12 -0.31
H -1.67 -5.75 -0.27
H 0.70 -4.97 -0.10
*
```

Its total energy is -5903.9114 Eh. The expectation value of S² is 6.060. Its LUMO energy (alpha / beta) is -9.31 / -12.70 eV. The HOMO-LUMO gap (alpha / beta) is 8.4 / 5.3 eV. As for the HOMO energy (alpha / beta): -0.6527 / -0.6620 Eh.